Run a
Here is the ion C2H8N3 with charge +1 from the OMol25 dataset. Energies are from ωB97M-V/def2-TZVPD.

```
13
Properties=species:S:1:pos:R:3:lowdin_charge:R:1
C -0.210 -0.883 0.877 -0.018
C 0.343 -0.242 -0.374 -0.229
N -0.205 0.602 0.680 -0.116
N 0.511 1.658 1.294 0.069
N -0.460 -0.195 -1.649 0.265
H -1.206 -1.217 1.110 0.117
H 0.549 -1.496 1.217 0.087
H 1.398 -0.280 -0.474 0.151
H 1.266 1.375 1.825 0.057
H -0.093 2.266 1.830 0.097
H -0.248 -0.926 -2.232 0.130
H -0.544 0.804 -1.923 0.199
H -1.383 -0.485 -1.235 0.190
```

Results
Lowest unoccupied orbital energy: -0.1328 Ha
Net charge: +1
HOMO level: -0.5085 hartree
SMILES: NN1C[C@H]1[NH3+]

=====

Run b
Here is a cluster of 2 separate species, C2H8N3 in total from the OMol25 dataset. Energies are from ωB97M-V/def2-TZVPD.

```
13
Properties=species:S:1:pos:R:3:lowdin_charge:R:1
C 2.489 0.373 -0.019 0.519
C -1.410 -1.290 -0.030 -0.003
N -2.853 0.492 -0.019 0.164
N -0.638 0.885 0.016 0.100
N -1.656 0.140 -0.010 -0.445
H 2.449 -0.039 -1.012 0.067
H 2.683 1.422 0.121 0.069
H 2.373 -0.270 0.836 0.065
H -0.843 -1.572 0.857 0.096
H -0.831 -1.547 -0.916 0.095
H -2.367 -1.808 -0.044 0.101
H -3.079 1.483 0.002 0.092
H -0.806 1.889 0.038 0.079
```

Results
Lowest unoccupied orbital energy (spin up / spin down): -0.3014 / -0.3177 Ha
Net charge: +1
HOMO level (spin up / spin down): -0.4942 / -0.4918 hartree

=====

Preferred: run a; penalty for the next structure: 346.7 kJ/mol.

=====

Run a
Here is the ion C2H8N3 with charge +1 from the OMol25 dataset. Energies are from ωB97M-V/def2-TZVPD.

```
13
Properties=species:S:1:pos:R:3:lowdin_charge:R:1
C -0.223 2.503 0.387 0.245
C 0.452 -1.379 0.070 -0.190
N -0.133 0.896 0.095 0.009
N 0.507 -0.045 0.714 0.011
N -0.545 -1.318 -0.957 0.024
H -0.876 2.997 -0.291 0.049
H 0.330 2.837 1.233 0.048
H 1.446 -1.589 -0.344 0.139
H 0.245 -2.105 0.866 0.137
H 1.114 0.131 1.503 0.176
H -1.423 -1.755 -0.707 0.112
H -0.241 -1.666 -1.857 0.111
H -0.652 0.492 -0.712 0.127
```

Results
Lowest unoccupied orbital energy (spin up / spin down): -0.1750 / -0.1703 Ha
Net charge: +1
HOMO level (spin up / spin down): -0.5119 / -0.5051 hartree
SMILES: C=[NH+]NCN

=====

Run b
Here is the ion C2H8N3 with charge +1 from the OMol25 dataset. Energies are from ωB97M-V/def2-TZVPD.

```
13
Properties=species:S:1:pos:R:3:lowdin_charge:R:1
C -0.110 -0.495 -1.850 -0.032
C 0.209 -0.796 1.087 0.089
N 0.096 1.590 1.147 0.217
N -0.092 0.603 -0.880 0.100
N 0.117 0.508 0.362 -0.200
H -0.851 -1.279 -1.653 0.098
H -0.464 -0.028 -2.843 0.129
H 0.898 -0.784 -1.881 0.079
H -0.711 -1.373 0.859 0.134
H 0.061 -0.568 2.090 0.076
H 1.146 -1.182 0.860 0.098
H -0.241 1.359 1.996 0.084
H -0.058 2.446 0.706 0.129
```

Results
Lowest unoccupied orbital energy: -0.1882 Ha
Net charge: +1
HOMO level: -0.5756 hartree
SMILES: C/N=[N+](\C)N

=====

Run c
Here is a cluster of 2 separate species, C2H8N3 in total from the OMol25 dataset. Energies are from ωB97M-V/def2-TZVPD.

```
13
Properties=species:S:1:pos:R:3:lowdin_charge:R:1
C 1.285 -0.143 -1.123 -0.082
C 0.915 1.119 -1.077 -0.132
N -1.291 -1.623 0.980 0.168
N -1.090 0.537 0.832 0.148
N -0.952 -0.569 0.383 -0.078
H 1.745 -0.670 -0.206 0.089
H -1.145 -2.586 0.678 0.163
H 1.019 -0.898 -1.902 0.080
H 0.550 1.605 -2.026 0.098
H 1.058 1.757 -0.265 0.036
H -1.831 -1.439 1.917 0.196
H -0.617 1.201 0.234 0.082
H -1.622 0.965 1.695 0.233
```

Results
Lowest unoccupied orbital energy: -0.1719 Ha
Net charge: +1
HOMO level: -0.5183 hartree

=====

Run d
Here is a cluster of 2 separate species, C2H8N3 in total from the OMol25 dataset. Energies are from ωB97M-V/def2-TZVPD.

```
13
Properties=species:S:1:pos:R:3:lowdin_charge:R:1
C 1.772 0.530 -0.488 -0.136
C -2.361 0.360 -0.196 0.105
N 1.021 -0.637 -0.054 -0.075
N -1.598 -0.514 0.348 0.140
N 2.147 -0.175 0.740 0.022
H 2.423 0.493 -1.308 0.094
H 1.203 1.507 -0.370 0.132
H -3.417 0.431 -0.190 0.092
H -1.997 1.338 -0.729 0.152
H -2.109 -1.382 0.800 0.204
H 1.427 -1.544 -0.415 0.154
H -0.523 -0.651 0.291 0.064
H 2.010 0.244 1.570 0.053
```

Results
Lowest unoccupied orbital energy: -0.1827 Ha
Net charge: +1
HOMO level: -0.5152 hartree

=====

Preferred: run b; penalty for the next structure: 31.1 kJ/mol.

=====

Run a
Here is a structure of composition C24H32BCl4F4Ge2N2O6P2Ti from the OMol25 dataset. Energies are from ωB97M-V/def2-TZVPD.

```
78
Properties=species:S:1:pos:R:3:lowdin_charge:R:1
Ti 0.917 1.004 0.479 0.820
N 0.346 4.758 2.003 0.178
C 0.082 4.498 0.530 -0.483
C -0.300 5.796 -0.163 -0.081
P 1.555 3.700 -0.275 0.367
O 2.236 3.134 1.103 -0.176
O 2.374 4.680 -0.998 -0.265
O 1.005 2.446 -0.945 -0.387
P -1.340 3.314 0.687 0.331
O -1.817 2.985 -0.798 -0.109
O -2.378 4.039 1.462 -0.284
O -0.629 2.124 1.301 -0.394
H 1.015 5.513 2.143 0.166
H 0.702 3.899 2.472 0.109
H -0.559 4.988 2.433 0.147
H 0.480 6.552 -0.051 0.081
H -1.250 6.171 0.222 0.081
H -0.402 5.606 -1.230 0.092
H 3.012 2.558 0.983 0.084
H -2.709 3.331 -0.935 0.091
F 1.074 0.508 2.473 -0.044
B 1.630 1.317 3.625 -1.183
F 1.375 0.594 4.758 0.174
F 2.966 1.518 3.373 0.130
F 0.945 2.553 3.634 0.100
Cl 4.877 -0.082 1.557 0.730
C 4.690 -0.504 -0.111 -0.623
C 5.736 -1.114 -0.779 -0.132
C 5.601 -1.442 -2.123 -0.111
C 4.425 -1.132 -2.784 -0.130
C 3.388 -0.519 -2.101 -0.587
Cl 1.941 -0.110 -2.967 0.747
C 3.459 -0.206 -0.729 -0.449
N 2.402 0.313 -0.057 -0.145
H 6.650 -1.326 -0.240 0.099
H 6.412 -1.925 -2.652 0.097
H 4.300 -1.353 -3.836 0.100
Cl 2.295 -2.865 0.953 0.630
C 2.891 -3.616 -0.517 -0.999
Cl 2.575 -5.369 -0.569 0.496
H 3.963 -3.468 -0.578 0.017
H 2.384 -3.168 -1.361 -0.011
C -1.410 -0.592 -3.745 -0.283
Ge -1.320 -1.888 -2.249 0.666
C 0.035 -3.220 -2.778 -0.263
C -3.025 -2.888 -2.302 -0.251
Ge -0.986 -0.768 -0.095 0.862
C -1.052 -2.256 1.227 -0.378
C -0.892 -1.997 2.590 -0.135
C -0.883 -3.023 3.527 -0.088
C -1.026 -4.342 3.119 -0.107
C -1.182 -4.622 1.769 -0.101
C -1.195 -3.588 0.841 -0.148
C -2.795 0.048 0.150 -0.358
C -3.603 0.381 -0.939 -0.156
C -4.839 0.995 -0.774 -0.108
C -5.299 1.297 0.501 -0.109
C -4.511 0.978 1.598 -0.091
C -3.278 0.365 1.421 -0.116
H -0.814 -0.956 -4.584 0.008
H -1.034 0.391 -3.458 0.000
H -2.443 -0.480 -4.083 0.006
H -0.290 -3.687 -3.711 0.020
H 0.152 -4.003 -2.026 -0.007
H 1.002 -2.748 -2.952 -0.030
H -3.362 -2.955 -3.340 0.011
H -3.799 -2.393 -1.714 0.007
H -2.898 -3.901 -1.915 0.006
H -0.737 -0.983 2.938 0.084
H -0.747 -2.786 4.576 0.100
H -1.004 -5.145 3.846 0.092
H -1.282 -5.648 1.433 0.096
H -1.310 -3.843 -0.206 0.053
H -3.265 0.171 -1.949 0.065
H -5.441 1.239 -1.643 0.094
H -6.260 1.778 0.638 0.092
H -4.849 1.224 2.598 0.100
H -2.678 0.145 2.296 0.093
```

Results
Lowest unoccupied orbital energy: 0.0785 Ha
Net charge: -1
HOMO level: -0.1985 hartree

=====

Run b
Here is a structure of composition C24H32BCl4F4Ge2N2O6P2Ti from the OMol25 dataset. Energies are from ωB97M-V/def2-TZVPD.

```
78
Properties=species:S:1:pos:R:3:lowdin_charge:R:1
Ti -0.037 0.316 0.779 0.807
N -0.682 4.052 2.233 0.183
C -0.852 3.759 0.759 -0.488
C -1.243 5.002 -0.017 -0.081
P 0.666 2.971 0.043 0.359
O 1.280 2.426 1.453 -0.174
O 1.527 3.934 -0.651 -0.262
O 0.127 1.725 -0.650 -0.379
P -2.262 2.550 0.854 0.328
O -2.633 2.177 -0.652 -0.113
O -3.361 3.284 1.529 -0.280
O -1.596 1.391 1.562 -0.394
H -0.053 4.834 2.407 0.168
H -0.318 3.208 2.722 0.115
H -1.624 4.237 2.607 0.149
H -0.505 5.797 0.108 0.082
H -2.233 5.351 0.282 0.081
H -1.262 4.754 -1.078 0.092
H 2.046 1.833 1.344 0.073
H -3.488 2.565 -0.871 0.093
F 0.043 -0.287 2.760 -0.043
B 0.614 0.519 3.900 -1.195
F 0.356 -0.196 5.034 0.176
F 1.950 0.703 3.638 0.126
F -0.065 1.758 3.911 0.100
Cl 4.040 -0.437 1.749 0.733
C 3.798 -0.975 0.118 -0.605
C 4.856 -1.539 -0.566 -0.132
C 4.681 -1.959 -1.873 -0.109
C 3.448 -1.789 -2.485 -0.132
C 2.396 -1.221 -1.789 -0.585
Cl 0.897 -1.029 -2.630 0.755
C 2.509 -0.814 -0.437 -0.437
N 1.490 -0.339 0.319 -0.154
H 5.811 -1.641 -0.070 0.098
H 5.501 -2.411 -2.415 0.097
H 3.295 -2.085 -3.513 0.098
Cl 1.150 -3.342 1.288 0.648
C 1.811 -4.250 -0.063 -0.992
Cl 1.403 -5.982 -0.001 0.496
H 2.892 -4.165 -0.052 0.023
H 1.395 -3.852 -0.983 -0.003
C -2.563 -1.242 -3.485 -0.275
Ge -2.374 -2.523 -1.976 0.667
C -1.027 -3.838 -2.585 -0.274
C -4.072 -3.544 -1.995 -0.248
Ge -1.943 -1.399 0.166 0.860
C -2.088 -2.920 1.463 -0.384
C -1.964 -2.697 2.836 -0.144
C -1.990 -3.741 3.750 -0.089
C -2.124 -5.050 3.311 -0.107
C -2.242 -5.297 1.952 -0.103
C -2.230 -4.244 1.049 -0.152
C -3.777 -0.624 0.456 -0.354
C -4.612 -0.285 -0.611 -0.158
C -5.855 0.301 -0.414 -0.105
C -6.301 0.566 0.872 -0.109
C -5.488 0.243 1.948 -0.090
C -4.246 -0.338 1.738 -0.115
H -2.000 -1.604 -4.347 0.009
H -2.196 -0.246 -3.235 0.004
H -3.613 -1.159 -3.770 0.005
H -1.390 -4.301 -3.505 0.017
H -0.868 -4.626 -1.848 -0.007
H -0.071 -3.357 -2.795 -0.052
H -4.436 -3.592 -3.023 0.011
H -4.832 -3.066 -1.377 0.008
H -3.932 -4.561 -1.629 0.006
H -1.811 -1.694 3.214 0.084
H -1.887 -3.528 4.807 0.100
H -2.121 -5.869 4.020 0.092
H -2.329 -6.314 1.588 0.096
H -2.318 -4.478 -0.004 0.049
H -4.288 -0.477 -1.628 0.062
H -6.473 0.557 -1.268 0.094
H -7.272 1.017 1.034 0.092
H -5.815 0.460 2.958 0.099
H -3.631 -0.565 2.600 0.090
```

Results
Lowest unoccupied orbital energy: 0.0760 Ha
Net charge: -1
HOMO level: -0.2000 hartree

=====

Preferred: run a; penalty for the next structure: 39.9 kJ/mol.

=====

Run a
Here is the molecule C6H6O from the OMol25 dataset. Energies are from ωB97M-V/def2-TZVPD.

```
13
Properties=species:S:1:pos:R:3:lowdin_charge:R:1
C -0.695 1.545 2.039 0.124
C -0.470 1.366 0.864 -0.139
C -0.018 0.760 -0.351 -0.198
C -0.936 -0.222 -0.468 -0.010
C -0.271 -1.531 -0.204 -0.172
O 1.087 -1.221 0.064 -0.118
C 1.340 0.085 -0.445 -0.150
H -0.821 1.843 3.052 0.021
H -2.004 -0.047 -0.468 0.126
H -0.708 -1.969 0.711 0.142
H -0.385 -2.234 -1.031 0.123
H 1.675 0.005 -1.493 0.122
H 2.129 0.567 0.135 0.128
```

Results
Lowest unoccupied orbital energy: 0.0101 Ha
Net charge: 0
HOMO level: -0.3091 hartree
SMILES: C#CC1=CCOC1

=====

Run b
Here is the molecule C6H6O from the OMol25 dataset. Energies are from ωB97M-V/def2-TZVPD.

```
13
Properties=species:S:1:pos:R:3:lowdin_charge:R:1
C -2.037 1.674 -0.345 0.158
C 2.500 1.173 -0.017 0.156
C -1.060 1.162 0.103 -0.042
C 1.392 0.834 0.227 -0.114
C 0.137 -0.990 -0.281 -0.024
C 0.075 0.349 0.482 -0.567
O 0.008 0.032 1.927 0.003
H -2.976 1.951 -0.732 0.030
H 3.364 1.723 -0.280 0.034
H 1.082 -1.567 -0.017 0.117
H -0.738 -1.565 -0.167 0.073
H 0.330 -0.645 -1.341 0.119
H 0.503 -0.761 1.933 0.055
```

Results
Lowest unoccupied orbital energy: 0.0337 Ha
Net charge: 0
HOMO level: -0.3782 hartree
SMILES: C#CC(C)(O)C#C

=====

Run c
Here is the molecule C6H6O from the OMol25 dataset. Energies are from ωB97M-V/def2-TZVPD.

```
13
Properties=species:S:1:pos:R:3:lowdin_charge:R:1
C 2.694 0.381 0.354 0.122
C 1.499 0.275 0.193 -0.067
C 0.109 0.078 -0.099 -0.357
C -0.985 1.139 0.041 0.002
C -1.049 -0.137 0.825 -0.216
O -1.585 -1.188 0.020 -0.073
C -0.439 -1.130 -0.865 -0.089
H 3.746 0.498 0.496 0.023
H -1.633 1.288 -0.827 0.119
H -0.697 2.039 0.588 0.118
H -1.152 -0.237 1.905 0.157
H 0.164 -2.034 -0.703 0.131
H -0.673 -0.970 -1.930 0.128
```

Results
Lowest unoccupied orbital energy: 0.0383 Ha
Net charge: 0
HOMO level: -0.3416 hartree
SMILES: C#C[C@@]12CO[C@@H]1C2

=====

Preferred: run c; penalty for the next structure: 61.7 kJ/mol.